1.
16
Properties=species:S:1:pos:R:3:forces:R:3 method="wB97M-V/def2-TZVPD" e_lumo_ev=-5.87 total_charge=+1 relative_energy_kj_mol=586.50 total_energy_ha=-250.78191
C -0.48587 -0.73988 -0.57405 0.6 -1.6 2.2
C 1.55047 -0.55286 1.59489 0.8 1.8 -0.2
C 0.05754 0.00884 0.44145 0.4 2.9 -2.8
C -0.89111 -0.28209 -1.89012 -1.6 -0.6 -2.9
C 0.40751 1.47099 0.00284 1.2 0.9 3.1
N 0.13427 -0.44463 1.81641 -0.6 -1.8 1.7
H -0.53566 -1.82674 -0.37462 -0.5 0.5 -0.2
H 1.96849 -1.54356 1.45645 -1.0 -0.9 -0.1
H -1.88196 -0.72246 -2.34167 1.7 0.2 1.5
H -0.17058 -0.64160 -2.65168 0.0 0.0 0.3
H -1.04000 0.76601 -2.11832 0.4 0.4 0.8
H 1.03130 2.12727 0.73891 0.0 -2.1 -1.0
H -0.43882 2.10951 0.25217 -0.8 0.0 -1.8
H 0.97837 1.44526 -0.96320 -1.3 0.4 0.9
H -0.40630 -1.27446 2.01263 -0.3 -1.3 -0.7
H -0.27766 0.10040 2.59791 1.0 1.3 -0.9

***

2.
18
Properties=species:S:1:pos:R:3:forces:R:3 method="wB97M-V/def2-TZVPD" e_lumo_ev=-4.90 total_charge=+1 relative_energy_kj_mol=430.62 total_energy_ha=-360.41109
C 0.92521 0.44292 0.02780 -4.1 -0.9 0.2
C -1.31255 -0.47370 -0.13401 -3.8 -0.7 1.5
C 0.41614 2.65670 0.46820 0.2 3.5 1.7
C 2.15101 -0.15194 0.05279 2.8 -2.5 2.0
C -1.70840 -1.81002 -0.65258 -0.6 -4.4 -0.5
N 0.61298 1.48996 0.77229 -1.0 -3.1 -0.1
N -0.00747 -0.35617 -0.54828 0.3 5.4 1.8
N -2.09042 -0.00304 0.76760 1.0 1.2 -1.1
H 0.09715 3.39851 1.22170 -0.1 -0.6 -0.3
H 0.80398 3.05639 -0.41270 0.0 0.6 -2.0
H 2.01224 -1.02605 -0.55248 1.5 -0.2 -0.7
H 2.34061 -0.56313 1.09557 -0.3 0.5 -0.9
H 2.87411 0.58773 -0.08571 1.9 0.6 -0.8
H -0.90463 -2.43683 -1.19103 -0.4 1.1 0.8
H -2.50007 -2.07146 -1.41530 0.1 1.4 1.3
H -1.86860 -2.41221 0.30136 -0.3 0.5 -1.4
H 0.08781 -1.25218 -0.90746 2.4 -1.6 -1.2
H -1.92910 0.92452 1.19224 0.4 -0.7 -0.3

***

3.
9
Properties=species:S:1:pos:R:3:forces:R:3 method="wB97M-V/def2-TZVPD" e_lumo_ev=0.30 total_charge=0 smiles="O=C=NO.N=C=O" relative_energy_kj_mol=203.37 total_energy_ha=-412.57352
C -1.34825 -0.82382 -1.25446 0.2 0.2 0.2
C 0.84024 0.57905 1.35668 0.0 -0.4 0.5
N 0.48252 -0.18103 2.19566 -0.1 -0.4 0.7
N -0.40632 -0.10434 -1.09007 1.1 0.9 0.5
O -2.29012 -1.47775 -1.08001 -0.9 -0.7 -0.4
O 1.37823 1.33135 0.65805 0.4 0.9 -0.9
O 0.57133 0.42479 -1.88988 0.0 0.0 -0.4
H -0.31758 -0.73900 2.38435 -0.3 -0.1 -0.1
H 1.08996 0.99075 -1.28031 -0.4 -0.4 -0.1

***

4.
78
Properties=species:S:1:pos:R:3:forces:R:3 method="wB97M-V/def2-TZVPD" e_lumo_ev=-3.54 total_charge=+1 total_energy_ha=-3369.65427
N 3.27416 1.98753 2.97181 0.0 0.2 0.1
C 2.14485 2.40832 2.46958 0.3 -0.2 -0.4
N 1.18466 1.59015 2.04722 -1.1 0.7 1.3
C -0.12113 2.24096 1.74514 -0.5 -0.2 -0.2
C -0.48726 3.31961 2.76359 0.2 0.1 -0.1
C 0.73884 4.18303 3.12072 -0.2 -0.2 0.2
N 1.96863 3.80324 2.40798 0.5 0.6 -0.3
O 1.93601 4.19461 1.03820 -0.3 0.0 0.0
H 4.02972 2.65920 3.06672 0.0 0.0 0.5
H 3.40786 1.02545 3.24517 0.2 0.0 -0.3
H 1.01781 0.80672 2.67298 0.5 -0.6 -0.6
H -0.11789 2.62740 0.72821 0.3 0.0 0.1
H -0.87071 1.44956 1.76774 0.1 0.0 -0.1
H -1.28022 3.93430 2.33906 0.0 -0.1 0.0
H -0.88314 2.85975 3.67056 0.0 0.0 -0.1
H 0.57157 5.24426 2.94494 0.1 -0.1 -0.1
H 0.98534 4.08399 4.18095 0.0 0.0 0.0
H 2.45811 5.01125 1.02623 0.0 -0.2 0.0
O -2.25228 -0.82275 -0.16875 0.0 0.0 0.1
S -2.07013 -1.24059 -1.52972 0.0 0.2 0.0
O -1.99459 -2.63553 -1.82645 0.0 0.0 0.0
O -0.75422 -0.51018 -2.07239 0.0 -0.1 -0.1
C 0.42584 -0.71197 -1.26897 0.4 0.1 0.2
C 1.07620 -2.06725 -1.46242 -0.2 -0.1 -0.1
C -3.23540 -0.46731 -2.58115 0.0 0.1 -0.1
H 0.16294 -0.54031 -0.22280 0.0 0.0 0.0
H 1.11454 0.07527 -1.57384 -0.1 0.1 -0.1
H 0.43136 -2.87337 -1.11913 0.0 0.0 0.0
H 2.00936 -2.10783 -0.89909 0.0 0.1 0.0
H 1.29122 -2.24100 -2.51645 0.1 0.0 0.0
H -3.26332 0.59600 -2.36129 0.0 0.0 0.0
H -4.20098 -0.92391 -2.37295 0.0 0.0 0.0
H -2.94997 -0.64424 -3.61673 0.0 0.0 0.0
O -1.60770 -1.63715 -7.43659 -0.1 -0.1 0.0
S -1.61703 -0.30539 -6.91771 0.2 0.1 0.0
O -2.67459 0.10437 -6.03998 -0.1 -0.1 0.1
O -1.49008 0.72015 -8.11249 -0.1 0.1 0.0
C -2.43896 0.60342 -9.20838 -0.1 -0.1 -0.3
C -3.82009 1.10638 -8.85268 0.0 0.0 0.2
C -0.07713 0.05160 -6.14720 0.0 0.0 0.0
H -2.45724 -0.43324 -9.54533 0.0 0.0 0.1
H -1.99769 1.20390 -10.00011 0.1 0.0 0.1
H -4.29122 0.48418 -8.09392 0.0 0.0 0.0
H -4.44604 1.09400 -9.74483 0.0 0.0 0.0
H -3.77111 2.12519 -8.46910 0.0 0.0 0.0
H 0.72685 -0.23818 -6.81755 0.0 0.0 0.0
H -0.04766 -0.53588 -5.23113 0.0 0.0 0.0
H -0.04049 1.11323 -5.91889 0.0 0.0 0.0
O -5.90750 -4.27614 0.70543 0.0 0.1 0.0
S -5.27507 -5.49362 1.11715 0.0 -0.1 -0.1
O -4.09044 -5.42673 1.91702 0.0 0.0 0.1
O -5.01353 -6.39011 -0.16242 0.1 -0.1 0.1
C -4.29872 -5.78263 -1.26932 0.1 0.2 -0.3
C -2.81985 -5.61924 -1.00670 0.0 -0.1 0.2
C -6.44201 -6.55136 1.89599 0.0 0.0 0.0
H -4.77128 -4.82916 -1.50837 0.0 0.0 0.1
H -4.47550 -6.45815 -2.10325 -0.1 -0.1 0.1
H -2.63511 -4.90474 -0.20739 0.0 0.0 0.0
H -2.33239 -5.25015 -1.90768 0.0 0.0 0.0
H -2.37187 -6.57083 -0.71861 0.0 0.0 -0.1
H -7.33142 -6.61196 1.27578 0.0 0.0 0.0
H -6.67376 -6.10163 2.85885 0.0 0.0 0.0
H -5.98672 -7.52802 2.03383 0.0 0.0 0.0
O 7.87751 4.30660 5.86570 0.0 0.1 -0.1
S 7.05191 3.21562 5.46275 0.1 -0.1 0.2
O 5.98966 3.46878 4.52567 -0.2 -0.2 -0.2
O 6.46006 2.50455 6.74524 -0.2 -0.1 -0.1
C 5.79634 3.33655 7.73512 0.0 0.2 0.3
C 4.42427 3.80074 7.29857 0.0 0.0 -0.2
C 8.03508 1.87926 4.88691 0.0 0.0 -0.1
H 6.44771 4.17487 7.98141 0.0 0.0 -0.1
H 5.72951 2.69721 8.61168 0.0 -0.1 -0.1
H 4.48285 4.48199 6.45100 0.0 0.0 0.0
H 3.94202 4.32127 8.12546 0.0 0.0 0.0
H 3.80683 2.94863 7.01042 0.0 0.0 0.1
H 8.82137 1.68980 5.61170 0.0 0.0 0.0
H 8.45889 2.19242 3.93503 0.0 0.0 0.0
H 7.40353 1.00528 4.75420 0.0 0.0 0.0

***

5.
17
Properties=species:S:1:pos:R:3:forces:R:3 method="wB97M-V/def2-TZVPD" e_lumo_ev=1.00 total_charge=0 smiles="C/C=C(/C)CC=O" relative_energy_kj_mol=38.61 total_energy_ha=-309.82767
C 2.21308 -0.34474 0.26052 0.0 0.0 -0.1
C 0.83856 -0.82971 0.61707 -0.2 0.0 0.0
O -0.54467 2.31942 0.62062 -0.1 -0.2 -0.5
C -0.73284 1.95417 -0.51329 0.1 0.1 0.3
C -0.46215 0.55156 -1.02688 0.0 0.0 0.0
C -0.32583 -0.46666 0.07632 0.2 -0.1 0.1
C -1.63512 -1.02887 0.56728 0.0 0.0 0.1
H 2.90072 -1.18896 0.13299 -0.1 0.1 0.0
H 2.23372 0.24705 -0.65933 0.0 -0.1 0.1
H 2.61842 0.28287 1.06354 -0.1 -0.1 -0.1
H 0.80262 -1.55071 1.43513 0.0 0.1 -0.1
H -1.11809 2.66484 -1.27676 0.1 0.0 0.1
H -1.27750 0.28438 -1.71432 0.1 0.0 0.1
H 0.43834 0.62167 -1.65294 -0.1 0.0 0.1
H -2.09107 -1.68074 -0.19010 0.1 0.1 0.1
H -1.50595 -1.61081 1.48445 0.0 0.1 -0.2
H -2.35223 -0.22477 0.77571 0.1 -0.1 0.0

***

6.
11
Properties=species:S:1:pos:R:3:forces:R:3 method="wB97M-V/def2-TZVPD" e_lumo_ev=0.30 total_charge=0 smiles="N[C@H]1CSC1=O" relative_energy_kj_mol=354.46 total_energy_ha=-645.37667
C -0.24467 0.03956 0.41816 -1.5 0.6 2.0
C 0.56503 -1.25092 0.01816 0.3 0.3 1.5
C 1.13651 0.97635 0.22885 -4.2 5.8 -1.5
H -1.01795 1.27866 -1.20957 -2.0 -3.7 2.9
H -2.15452 0.38928 0.11739 0.6 1.0 -2.0
H -1.01673 0.12676 1.47741 3.7 -0.7 -2.2
H 0.59770 -2.16349 0.65199 0.5 1.1 0.4
H 0.15023 -1.66361 -0.85890 -0.2 0.2 -1.5
N -1.35673 0.28640 -0.54985 2.0 3.3 -1.1
O 1.21181 2.22262 -0.04480 -0.2 -4.8 1.8
S 2.12931 -0.24161 -0.24885 1.2 -3.1 -0.2

***

| no. | frontier orbital gap (eV) |
| --- | --- |
| 1 | 7.9 |
| 2 | 9.3 |
| 3 | 10.3 |
| 4 | 8.3 |
| 5 | 10.1 |
| 6 | 9.9 |